1.
The following is a DFT calculation (ωB97M-V with the def2-TZVPD basis set) of a structure of composition C6H12Br3ClNO at a distorted geometry.

Geometry as ORCA input:
```
! RIJCOSX wB97M-V def2-TZVPD def2/J DEFGRID3
* xyz -1 1
C -1.547 2.694 -1.544
O -0.453 1.867 -1.149
C -0.217 0.797 -2.068
C 0.655 -0.380 -1.473
Br -0.130 -2.110 -2.022
N 0.967 -0.270 -0.038
C 0.079 -0.967 0.865
Br -1.845 -0.425 0.732
C 0.566 -0.525 2.365
C 0.624 -1.735 3.364
Br -0.669 0.915 3.025
H -2.324 2.632 -0.725
H -1.175 3.759 -1.506
H -1.998 2.431 -2.530
H 0.273 1.221 -2.996
H -1.184 0.344 -2.436
H 1.641 -0.343 -2.019
H 1.182 0.677 0.262
H 0.201 -2.081 0.859
H 1.552 0.000 2.249
H 1.678 -1.871 3.743
H 0.001 -1.552 4.282
H 0.351 -2.709 2.875
Cl 1.771 -2.370 -4.113
*
```

As for the LUMO energy: 2.44 eV. The calculation puts the HOMO energy at -3.235 eV. The calculation puts the HOMO-LUMO gap at 5.6777 eV.

Mulliken population analysis, charges in e, atoms 1 to 5:
1 C -0.704
2 O -0.227
3 C -0.553
4 C -0.382
5 Br -0.084

2.
The following is a DFT calculation (ωB97M-V with the def2-TZVPD basis set) of a cluster of 2 separate species, C4H10N in total at a distorted geometry.

Geometry as ORCA input:
```
! RIJCOSX wB97M-V def2-TZVPD def2/J DEFGRID3
* xyz 1 1
C 0.537 -0.730 -0.368
N -0.032 -0.389 0.861
C -0.816 0.803 0.686
C -0.137 1.578 -0.593
C 0.284 0.345 -1.391
H 1.762 -0.786 -0.130
H 0.148 -1.704 -0.707
H 0.516 -7.021 4.072
H 0.963 -6.434 4.003
H -0.705 1.433 1.606
H -1.836 0.400 0.455
H -0.794 2.310 -0.997
H 0.806 2.079 -0.201
H 1.109 0.446 -2.106
H -0.562 0.079 -2.033
*
```

As for the LUMO energy: -8.55 eV. The calculation puts the HOMO energy at -16.229 eV. The calculation puts the HOMO-LUMO gap at 7.6827 eV. Its relative energy (zero: lowest compared OMol25 entry of this formula, charge and spin) is 5.625 eV.

Mulliken population analysis, charges in e, atoms 1 to 5:
1 C -0.259
2 N 0.009
3 C -0.345
4 C -0.566
5 C -0.611

3.
The following is a DFT calculation (ωB97M-V with the def2-TZVPD basis set) of a structure of composition C3HLiO4Rh at a distorted geometry.

Geometry as ORCA input:
```
! RIJCOSX wB97M-V def2-TZVPD def2/J DEFGRID3
* xyz 4 6
O -1.408 -0.450 -1.447
C -1.177 0.662 -0.884
O -0.311 0.639 0.174
O -2.281 1.208 -0.601
Rh 0.056 -1.835 -1.359
C 0.551 -0.378 0.193
C 1.581 -0.310 1.081
O 2.527 -0.385 1.715
Li 4.334 -0.184 3.019
H -2.871 0.314 -1.070
*
```

As for the LUMO energy (alpha / beta): -19.80 / -24.04 eV. The calculation puts the HOMO energy (alpha / beta) at -28.858 / -30.934 eV. The calculation puts the HOMO-LUMO gap (alpha / beta) at 9.0535 / 6.8901 eV.

Mulliken population analysis, charges in e, atoms 1 to 5:
1 O -0.497
2 C 1.050
3 O -0.097
4 O -0.036
5 Rh 1.114

4.
The following is a DFT calculation (ωB97M-V with the def2-TZVPD basis set) of the molecule C10H10O3 at a distorted geometry.

Geometry as ORCA input:
```
! RIJCOSX wB97M-V def2-TZVPD def2/J DEFGRID3
* xyz 0 1
C -0.779 2.664 0.575
C -1.345 0.568 -0.325
C -2.689 0.179 -0.240
C -2.988 -1.181 -0.083
C -1.955 -2.146 0.013
C -0.648 -1.768 -0.132
C -0.332 -0.427 -0.317
C 1.059 -0.002 -0.320
C 2.130 -0.750 0.013
C 3.457 -0.143 -0.165
H 0.091 2.238 1.119
H -1.668 2.689 1.198
H -0.564 3.697 0.257
H -3.515 0.904 -0.344
H -4.014 -1.480 0.041
H -2.261 -3.215 0.070
H 0.198 -2.477 -0.143
H 1.279 0.990 -0.693
H 2.152 -1.776 0.337
H 5.263 -0.451 0.094
O -0.997 1.873 -0.614
O 4.441 -0.971 0.227
O 3.684 0.985 -0.568
*
```

As for the LUMO energy: -0.14 eV. The calculation puts the HOMO energy at -8.842 eV. The calculation puts the HOMO-LUMO gap at 8.7045 eV. The SMILES is COc1ccccc1/C=C/C(=O)O. Its relative energy (zero: lowest compared OMol25 entry of this formula, charge and spin) is 0.000 eV.

Mulliken population analysis, charges in e, atoms 1 to 5:
1 C -0.748
2 C -0.006
3 C -0.292
4 C -0.477
5 C -0.608

5.
The following is a DFT calculation (ωB97M-V with the def2-TZVPD basis set) of a cluster of 5 separate species, C26H58FN6O8S in total at a distorted geometry.

Geometry as ORCA input:
```
! RIJCOSX wB97M-V def2-TZVPD def2/J DEFGRID3
* xyz 1 1
C 5.824 -2.147 1.023
C 4.968 -2.612 2.358
C 4.207 -4.085 2.138
C 2.680 -3.729 1.658
N 1.755 -4.930 1.539
C 0.382 -4.372 1.968
C -0.194 -3.095 1.055
C -1.635 -2.395 1.460
C -2.158 -1.119 0.571
O -3.396 -1.057 0.012
O -1.262 0.039 0.309
S -0.701 0.730 1.766
O 0.717 0.187 2.193
O -1.645 0.515 2.977
F -0.502 2.454 1.565
C -2.421 -3.034 2.773
C -1.701 -4.295 3.570
N -0.365 -4.921 3.166
H 6.238 -3.154 0.539
H 6.673 -1.390 1.305
H 5.081 -1.614 0.293
H 5.580 -2.572 3.359
H 4.095 -1.805 2.471
H 4.248 -4.606 3.198
H 4.808 -4.718 1.324
H 2.770 -3.152 0.628
H 2.202 -3.036 2.500
H 2.044 -5.720 2.159
H 0.428 -2.665 0.147
H -3.449 -2.564 3.121
H -2.218 -4.742 4.520
H 0.085 -5.710 3.688
C 2.851 4.279 1.463
C 4.112 4.125 0.617
C 3.917 3.225 -0.626
O 3.882 1.824 -0.340
C 2.624 1.353 0.122
N 5.204 3.634 1.471
H 2.643 3.399 2.078
H 2.956 5.127 2.151
H 1.976 4.470 0.833
H 4.382 5.125 0.257
H 4.784 3.368 -1.283
H 3.037 3.525 -1.208
H 1.787 1.880 -0.345
H 2.572 1.435 1.209
H 2.548 0.290 -0.130
H 6.067 3.629 0.927
H 5.026 2.642 1.651
C -3.368 1.550 -3.180
C -3.634 0.997 -4.578
C -3.818 -0.538 -4.611
O -2.601 -1.282 -4.496
C -2.129 -1.430 -3.166
N -2.551 1.428 -5.474
H -2.344 1.374 -2.841
H -3.525 2.635 -3.164
H -4.051 1.107 -2.446
H -4.570 1.446 -4.929
H -4.233 -0.805 -5.591
H -4.549 -0.874 -3.865
H -2.946 -1.522 -2.444
H -1.480 -0.592 -2.906
H -1.523 -2.341 -3.121
H -2.783 1.143 -6.426
H -1.726 0.865 -5.248
C -6.965 -1.056 -6.754
C -7.562 -1.385 -5.388
C -7.940 -2.875 -5.220
O -9.144 -3.258 -5.892
C -8.983 -3.519 -7.278
N -8.717 -0.507 -5.149
H -7.719 -1.001 -7.544
H -6.464 -0.081 -6.725
H -6.218 -1.802 -7.046
H -6.796 -1.155 -4.638
H -8.129 -3.056 -4.155
H -7.111 -3.536 -5.502
H -8.013 -3.970 -7.505
H -9.122 -2.599 -7.848
H -9.770 -4.216 -7.585
H -9.051 -0.659 -4.197
H -9.486 -0.850 -5.732
C 4.711 5.149 6.875
C 4.445 4.596 5.477
C 4.261 3.061 5.444
O 5.478 2.317 5.559
C 5.950 2.170 6.889
N 5.528 5.027 4.580
H 5.736 4.973 7.213
H 4.554 6.234 6.890
H 4.028 4.706 7.609
H 3.509 5.045 5.126
H 3.846 2.794 4.464
H 3.530 2.726 6.189
H 5.133 2.077 7.611
H 6.599 3.007 7.149
H 6.556 1.259 6.934
H 5.296 4.742 3.629
H 6.353 4.464 4.807
*
```

As for the LUMO energy: -6.05 eV. The calculation puts the HOMO energy at -10.185 eV. The calculation puts the HOMO-LUMO gap at 4.1316 eV.

Mulliken population analysis, charges in e, atoms 1 to 5:
1 C -0.855
2 C -0.283
3 C -0.479
4 C -0.534
5 N -0.262

6.
The following is a DFT calculation (ωB97M-V with the def2-TZVPD basis set) of a structure of composition C18H22ClGeIMnN2O6.

Geometry as ORCA input:
```
! RIJCOSX wB97M-V def2-TZVPD def2/J DEFGRID3
* xyz 0 2
Mn -0.617 0.418 -1.310
C -3.065 -0.629 2.595
C -1.869 -1.484 2.306
N -1.651 -2.544 3.068
C -0.580 -3.299 2.816
C 0.324 -3.050 1.806
C 1.492 -3.983 1.609
O 2.753 -3.350 1.803
C 0.116 -1.922 0.984
C 1.052 -1.682 -0.106
N 0.895 -0.831 -1.047
C 1.890 -0.805 -2.073
C 2.734 0.295 -2.148
C 3.686 0.375 -3.148
C 3.794 -0.644 -4.084
C 2.947 -1.739 -4.021
C 1.991 -1.821 -3.018
I 0.719 -3.476 -2.959
C -1.006 -1.144 1.252
O -1.354 -0.041 0.528
H -3.625 -1.066 3.417
H -3.704 -0.540 1.715
H -2.756 0.382 2.865
H -0.446 -4.161 3.461
H 1.513 -4.373 0.590
H 1.378 -4.838 2.280
H 2.780 -2.992 2.697
H 1.942 -2.307 -0.123
H 2.612 1.089 -1.422
H 4.340 1.235 -3.201
H 4.534 -0.587 -4.871
H 3.026 -2.532 -4.751
O -1.929 1.879 -4.519
Cl -1.460 1.287 -3.336
O -0.058 1.613 -3.028
O -2.197 1.707 -2.141
O -1.512 -0.164 -3.328
C -0.718 3.099 3.008
Ge -1.186 2.780 1.127
C -0.448 4.199 -0.004
C -3.134 2.707 0.954
C -0.358 1.115 0.477
H -1.217 4.000 3.370
H 0.357 3.229 3.133
H -1.033 2.263 3.636
H -0.740 5.186 0.358
H -0.817 4.076 -1.023
H 0.641 4.151 -0.028
H -3.528 3.724 0.915
H -3.585 2.204 1.809
H -3.434 2.189 0.047
H 0.510 0.800 1.063
*
```

As for the LUMO energy (alpha / beta): -0.88 / -0.95 eV. The calculation puts the HOMO energy (alpha / beta) at -8.753 / -8.060 eV. The calculation puts the HOMO-LUMO gap (alpha / beta) at 7.8685 / 7.1056 eV. Its relative energy (zero: lowest compared OMol25 entry of this formula, charge and spin) is 2.474 eV.

Mulliken population analysis, charges in e, atoms 1 to 5:
1 Mn 0.146
2 C -0.806
3 C 0.453
4 N -0.678
5 C -0.745

Q: What is the formula in the sixth record?
A: C18H22ClGeIMnN2O6

Repeat the fourth record exactly.
The following is a DFT calculation (ωB97M-V with the def2-TZVPD basis set) of the molecule C10H10O3 at a distorted geometry.

Geometry as ORCA input:
```
! RIJCOSX wB97M-V def2-TZVPD def2/J DEFGRID3
* xyz 0 1
C -0.779 2.664 0.575
C -1.345 0.568 -0.325
C -2.689 0.179 -0.240
C -2.988 -1.181 -0.083
C -1.955 -2.146 0.013
C -0.648 -1.768 -0.132
C -0.332 -0.427 -0.317
C 1.059 -0.002 -0.320
C 2.130 -0.750 0.013
C 3.457 -0.143 -0.165
H 0.091 2.238 1.119
H -1.668 2.689 1.198
H -0.564 3.697 0.257
H -3.515 0.904 -0.344
H -4.014 -1.480 0.041
H -2.261 -3.215 0.070
H 0.198 -2.477 -0.143
H 1.279 0.990 -0.693
H 2.152 -1.776 0.337
H 5.263 -0.451 0.094
O -0.997 1.873 -0.614
O 4.441 -0.971 0.227
O 3.684 0.985 -0.568
*
```

As for the LUMO energy: -0.14 eV. The calculation puts the HOMO energy at -8.842 eV. The calculation puts the HOMO-LUMO gap at 8.7045 eV. The SMILES is COc1ccccc1/C=C/C(=O)O. Its relative energy (zero: lowest compared OMol25 entry of this formula, charge and spin) is 0.000 eV.

Mulliken population analysis, charges in e, atoms 1 to 5:
1 C -0.748
2 C -0.006
3 C -0.292
4 C -0.477
5 C -0.608